No. 1
The following is a quantum chemistry calculation of a structure of composition C20H9Cl2NO6OsTe, from the OMol25 dataset.

```
! wB97M-V def2-TZVPD RIJCOSX def2/J DEFGRID3
* xyz 0 5
Os -1.14 -2.46 0.00
Cl 1.06 -6.90 0.00
C 1.80 -5.36 0.00
C 3.20 -5.25 0.00
C 3.81 -4.02 0.00
Cl 5.54 -3.93 0.00
C 3.05 -2.83 0.00
C 3.58 -1.52 0.00
C 2.71 -0.45 0.00
C 1.33 -0.67 0.00
N 0.80 -1.89 0.00
C 1.65 -2.97 0.00
C 1.00 -4.23 0.00
O -0.32 -4.23 0.00
H 3.79 -6.15 0.00
H 4.65 -1.37 0.00
H 3.08 0.56 0.00
H 0.64 0.17 0.00
O -6.75 0.03 0.00
C -5.66 -0.45 0.00
C -5.34 -1.96 0.00
O -6.14 -2.85 0.00
C -3.87 -2.02 0.00
C -3.32 -0.74 0.01
O -2.01 -0.63 0.01
C -4.33 0.30 0.01
O -4.21 1.52 0.01
O -3.06 -3.04 0.00
Te -1.70 2.55 -0.03
C -0.52 4.32 0.00
C -0.04 4.83 1.20
C 0.90 5.85 1.20
C 1.36 6.38 -0.01
C 0.84 5.91 -1.21
C -0.10 4.89 -1.20
H -0.39 4.42 2.14
H 1.30 6.23 2.13
H 2.11 7.15 -0.01
H 1.18 6.32 -2.14
H -0.51 4.51 -2.13
*
```

The expectation value of S² is 6.03. As for the highest occupied orbital energy (alpha / beta): -8.0 / -7.7 eV. For the LUMO energy (alpha / beta), the calculation gives -1.773 / -2.686 eV. The HOMO-LUMO gap (alpha / beta) is 6.238 / 5.050 eV.

No. 2
The following is a quantum chemistry calculation of a structure of composition C21H10AsCl3CoF5O10S2Se, from the OMol25 dataset.

```
! wB97M-V def2-TZVPD RIJCOSX def2/J DEFGRID3
* xyz -2 5
Co -0.89 -1.99 -0.13
O -0.68 -5.14 -1.84
As -0.37 -4.93 -0.08
O -0.43 -6.44 0.52
O -1.54 -3.75 0.27
C 1.40 -4.08 -0.25
C 2.18 -4.36 -1.36
C 3.38 -3.69 -1.56
C 3.80 -2.72 -0.66
C 3.03 -2.42 0.46
C 1.85 -3.11 0.66
S 0.86 -2.80 2.11
O 0.36 -4.10 2.47
O 1.67 -2.13 3.11
O -0.19 -1.86 1.61
H -1.05 -4.30 -2.13
H 1.83 -5.11 -2.06
H 3.98 -3.91 -2.43
H 4.73 -2.18 -0.83
H 3.34 -1.67 1.18
Cl -0.76 0.02 -5.01
C -0.62 -1.16 -3.79
Cl 0.12 -0.08 -0.65
Cl 0.82 -2.05 -3.74
C -1.67 -1.30 -2.76
O -2.65 -0.56 -2.81
O -1.47 -2.21 -1.89
F -0.88 4.62 -4.49
C -1.41 3.82 -3.56
C -0.78 3.67 -2.34
F 0.34 4.36 -2.09
C -1.34 2.84 -1.38
F -0.74 2.79 -0.20
C -2.50 2.12 -1.63
Se -3.15 0.83 -0.43
C -3.14 2.34 -2.85
F -4.31 1.76 -3.12
C -2.61 3.17 -3.81
F -3.23 3.37 -4.98
O 1.62 4.99 5.10
C 1.96 4.00 4.22
O 3.12 3.84 3.96
C 0.83 3.20 3.67
C 1.10 1.96 3.12
C 0.08 1.14 2.66
C -1.25 1.58 2.72
S -2.53 0.53 2.22
C -1.52 2.86 3.22
C -0.49 3.65 3.70
H 0.67 4.95 5.27
H 2.13 1.62 3.08
H 0.29 0.16 2.25
H -2.54 3.21 3.23
H -0.74 4.65 4.06
*
```

The expectation value of S² is 6.06. As for the highest occupied orbital energy (alpha / beta): -3.0 / -3.7 eV. For the LUMO energy (alpha / beta), the calculation gives 3.840 / 2.191 eV. The HOMO-LUMO gap (alpha / beta) is 6.816 / 5.889 eV.

No. 3
The following is a quantum chemistry calculation of a structure of composition C21H11Cl5F5N2O4STeTl, from the OMol25 dataset.

```
! wB97M-V def2-TZVPD RIJCOSX def2/J DEFGRID3
* xyz 0 1
Tl -0.03 0.09 -1.89
O -3.30 -2.68 -0.26
S -2.52 -1.48 -0.37
O -2.67 -0.70 -1.58
N -0.91 -1.77 -0.30
C -0.26 -2.82 0.11
C -0.84 -3.93 0.77
C -0.06 -4.98 1.22
C 1.31 -4.99 1.02
C 1.94 -3.94 0.33
C 3.34 -3.90 0.11
C 3.89 -2.82 -0.53
C 3.03 -1.81 -1.00
N 1.74 -1.83 -0.80
C 1.18 -2.83 -0.13
C -2.87 -0.42 1.03
C -3.22 -0.98 2.24
C -3.66 -0.15 3.26
C -3.73 1.22 3.05
C -3.33 1.77 1.84
C -2.88 0.95 0.82
H -1.91 -3.92 0.91
H -0.53 -5.79 1.77
H 1.91 -5.80 1.41
H 3.94 -4.73 0.44
H 4.95 -2.74 -0.70
H 3.43 -0.97 -1.55
H -3.19 -2.05 2.36
H -3.96 -0.58 4.20
H -4.10 1.86 3.83
H -3.38 2.84 1.68
H -2.56 1.33 -0.14
Cl 1.87 6.31 -4.92
C 1.09 5.31 -3.80
C 1.83 4.38 -3.05
Cl 3.52 4.30 -3.24
C 1.20 3.53 -2.17
Cl 2.08 2.37 -1.28
C -0.25 3.51 -2.03
O -0.84 2.64 -1.37
C -0.95 4.55 -2.75
Cl -2.62 4.65 -2.48
C -0.31 5.39 -3.63
Cl -1.20 6.52 -4.57
F 3.41 0.57 0.46
Te 1.82 0.74 1.58
F 0.72 0.91 3.16
F 3.19 0.80 2.93
F 2.07 -1.17 1.94
F 2.15 2.64 1.61
O 0.47 0.63 0.49
*
```

As for the highest occupied orbital energy (alpha / beta): -8.8 / -9.1 eV. For the LUMO energy (alpha / beta), the calculation gives -3.141 / -2.783 eV. The HOMO-LUMO gap (alpha / beta) is 5.665 / 6.273 eV.

No. 4
The following is a quantum chemistry calculation of a structure of composition C21H12N9NiO, from the OMol25 dataset.

```
! wB97M-V def2-TZVPD RIJCOSX def2/J DEFGRID3
* xyz 1 1
Ni -0.16 -1.91 -0.04
C 3.98 -2.57 -0.39
C 2.61 -2.82 -0.32
N 1.77 -1.81 -0.16
C 2.26 -0.56 -0.08
C 3.62 -0.34 -0.16
N 4.48 -1.35 -0.32
C 1.22 0.47 0.11
C 1.38 1.84 0.23
C 0.24 2.63 0.40
C -1.02 2.03 0.44
C -1.10 0.66 0.32
N 0.00 -0.08 0.16
C -2.30 -0.20 0.35
C -3.60 0.25 0.55
N -4.63 -0.59 0.58
C -4.37 -1.88 0.42
C -3.07 -2.36 0.22
N -2.05 -1.52 0.18
C 0.37 4.10 0.53
C 1.40 4.67 1.27
C 1.47 6.05 1.37
N 0.61 6.87 0.77
C -0.37 6.32 0.06
C -0.54 4.96 -0.09
H 4.68 -3.39 -0.52
H 2.19 -3.82 -0.39
H 4.04 0.65 -0.09
H 2.36 2.29 0.17
H -1.90 2.63 0.59
H -3.81 1.30 0.68
H -5.20 -2.57 0.45
H -2.86 -3.40 0.06
H 2.12 4.05 1.80
H 2.26 6.51 1.95
H -1.05 7.01 -0.42
H -1.34 4.57 -0.71
O -0.09 -3.72 -0.24
N -1.07 -4.32 -0.91
C -0.72 -5.44 -1.42
C -1.70 -6.20 -2.13
N -2.49 -6.81 -2.70
C 0.64 -5.91 -1.33
N 1.72 -6.28 -1.26
*
```

As for the highest occupied orbital energy: -12.5 eV. For the LUMO energy, the calculation gives -4.972 eV. The HOMO-LUMO gap is 7.525 eV.

No. 5
The following is a quantum chemistry calculation of a structure of composition C21H13AuCl2N2O6, from the OMol25 dataset.

```
! wB97M-V def2-TZVPD RIJCOSX def2/J DEFGRID3
* xyz 0 1
Au -0.06 2.63 0.05
O -3.54 4.90 0.19
C -2.45 4.39 0.18
O -2.17 3.14 0.22
C -1.23 5.31 0.14
C -1.26 6.68 0.12
C -0.05 7.37 0.07
C 1.15 6.67 0.06
C 1.10 5.29 0.08
N -0.07 4.66 0.12
C 2.32 4.38 0.07
O 3.42 4.89 0.04
O 2.05 3.12 0.11
H -2.22 7.17 0.14
H -0.04 8.45 0.03
H 2.12 7.14 0.04
Cl 3.13 -4.63 0.49
C 1.78 -4.63 1.58
C 1.81 -5.44 2.70
C 0.73 -5.45 3.56
C -0.35 -4.62 3.33
C -0.37 -3.80 2.21
Cl -1.66 -2.66 2.04
C 0.68 -3.82 1.27
N 0.73 -3.02 0.14
C -0.22 -2.86 -0.87
C -1.30 -3.75 -0.99
C -2.23 -3.59 -1.99
C -2.11 -2.56 -2.91
C -1.01 -1.72 -2.84
C -0.05 -1.86 -1.83
C 1.08 -0.86 -1.81
C 0.55 0.48 -1.31
O 0.36 1.42 -2.10
O 0.29 0.57 -0.05
H 2.68 -6.06 2.88
H 0.75 -6.08 4.43
H -1.17 -4.58 4.02
H 1.63 -2.62 -0.04
H -1.38 -4.57 -0.29
H -3.05 -4.29 -2.07
H -2.84 -2.43 -3.70
H -0.89 -0.92 -3.56
H 1.46 -0.69 -2.81
H 1.91 -1.14 -1.16
*
```

As for the highest occupied orbital energy: -7.8 eV. For the LUMO energy, the calculation gives -3.175 eV. The HOMO-LUMO gap is 4.658 eV.

No. 6
The following is a quantum chemistry calculation of a cluster of 2 separate species, C21H13BF6N5O8S in total, from the OMol25 dataset.

```
! wB97M-V def2-TZVPD RIJCOSX def2/J DEFGRID3
* xyz -1 1
C 4.40 2.50 2.43
C 3.05 2.10 1.96
C 1.82 2.52 2.45
C 0.68 1.96 1.79
C 0.93 1.05 0.73
B 0.65 -3.86 1.92
C 0.43 1.26 -0.62
C 1.24 0.93 -1.71
C 0.86 1.28 -3.00
C 1.61 0.67 -4.15
F 1.99 1.61 -5.08
F 2.75 0.03 -3.77
F 0.84 -0.24 -4.82
C -0.26 2.08 -3.22
C -1.01 2.50 -2.14
C -2.12 3.49 -2.34
F -3.17 3.27 -1.49
F -1.69 4.78 -2.11
F -2.61 3.45 -3.61
C -0.74 2.02 -0.87
O 1.63 -4.48 1.20
C 2.76 -3.55 1.18
C 2.39 -2.39 2.13
O 1.01 -2.67 2.51
S 2.76 0.95 0.72
H 4.38 3.36 3.11
H 4.88 1.67 2.96
H 5.06 2.77 1.59
H 1.76 3.31 3.21
H -0.32 2.31 2.01
H 2.19 0.41 -1.59
H -0.56 2.31 -4.23
H -1.38 2.30 -0.03
H 3.65 -4.03 1.57
H 2.99 -3.21 0.15
H 3.00 -2.41 3.05
H 2.54 -1.42 1.64
O -6.24 -0.74 1.40
N -5.20 -0.57 0.79
C -3.89 -1.06 0.82
C -3.25 -0.56 -0.32
N -4.04 0.32 -0.99
O -5.19 0.37 -0.30
C -1.89 -0.98 -0.65
N -1.43 -1.01 -2.01
O -2.11 -0.52 -2.94
O -0.29 -1.52 -2.19
C -1.07 -1.60 0.33
C -1.82 -2.27 1.35
N -1.77 -3.68 1.74
O -0.65 -4.39 2.06
O -2.60 -3.65 2.88
N -3.66 -2.74 2.69
C -3.16 -1.92 1.71
H -0.13 -2.09 0.10
*
```

As for the highest occupied orbital energy: -3.6 eV. For the LUMO energy, the calculation gives 1.681 eV. The HOMO-LUMO gap is 5.257 eV.